[1]
The following is a quantum chemistry calculation of 5 unconnected molecules or ions with the total composition C16H20F3N9O9S at a distorted geometry, from the Open Molecules 2025 dataset.

```
58
C16H20F3N9O9S | the Open Molecules 2025 dataset | the ωB97M-V functional and the def2-TZVPD basis
N 4.38 -1.96 1.08
C 5.00 -0.98 0.45
O 5.28 -0.04 -0.68
C 4.29 1.08 -0.54
C 4.66 2.56 0.11
C 3.42 3.65 0.22
C 1.86 3.34 -0.27
C 1.54 1.86 -0.91
C 2.75 0.72 -1.05
C 2.33 -0.78 -1.66
O 3.15 -1.47 -2.46
C 0.81 -1.29 -1.21
C -0.29 -0.25 -1.09
S -1.98 -0.88 -0.52
O -1.66 -2.00 0.55
O -2.68 -1.59 -1.70
C -3.02 0.40 0.37
F -2.43 0.58 1.75
F -4.39 -0.17 0.56
F -3.20 1.68 -0.36
C 0.03 1.36 -1.42
O -0.80 2.17 -2.07
H 5.76 2.77 0.49
H 3.65 4.71 0.72
H 1.00 4.15 -0.17
H 0.64 -2.44 -0.97
N -7.53 -0.55 1.30
C -8.32 -1.60 1.01
N -7.91 -2.33 -0.05
O -9.32 -1.87 1.64
H -6.70 -0.31 0.79
H -7.80 0.02 2.09
H -8.47 -3.13 -0.30
H -7.08 -2.13 -0.59
N 7.26 3.07 -3.34
C 7.56 3.11 -2.03
N 8.75 3.69 -1.75
O 6.82 2.66 -1.17
H 7.86 3.44 -4.07
H 6.38 2.65 -3.60
H 9.01 3.74 -0.77
H 9.37 4.07 -2.44
N -6.58 2.21 4.93
C -5.74 2.00 3.90
N -5.41 0.72 3.69
O -5.31 2.92 3.21
H -6.95 1.47 5.51
H -6.86 3.16 5.12
H -4.78 0.52 2.92
H -5.76 -0.05 4.25
N 1.32 -6.31 -1.43
C 1.99 -5.15 -1.39
N 3.19 -5.21 -0.78
O 1.56 -4.11 -1.88
H 1.66 -7.17 -1.03
H 0.41 -6.30 -1.88
H 3.73 -4.36 -0.73
H 3.56 -6.05 -0.37
```

Computed properties:
**HOMO**: -9.3671 eV
**E_tot**: -67725.994 eV
**Charge**: 0
**Structure (SMILES)**: N#COc1cccc2c1C(=O)C=C(S(=O)(=O)C(F)(F)F)C2=O.NC(N)=O.NC(N)=O.NC(N)=O.NC(N)=O
**HOMO-LUMO gap**: 7.194 eV



[2]
The following is a quantum chemistry calculation of 2 unconnected molecules or ions with the total composition C16H20F6O5P at a distorted geometry, from the Open Molecules 2025 dataset.

```
48
C16H20F6O5P | the Open Molecules 2025 dataset | the ωB97M-V functional and the def2-TZVPD basis
C 1.24 -0.89 1.34
C 1.22 -0.43 -0.25
C 2.85 -0.58 -0.62
C 3.76 0.63 0.00
C 5.37 0.52 -0.40
C 6.15 1.77 0.39
O 7.10 1.28 1.42
O 0.93 0.97 -0.59
C 0.90 1.00 -2.09
O 1.17 2.07 -2.89
O 0.57 -0.40 -2.52
C 0.19 -1.17 -1.29
C -1.42 -0.88 -1.22
C -2.02 -0.62 0.28
O -1.93 -1.44 1.34
C -2.89 0.79 0.50
C -4.56 0.78 0.42
C -5.40 2.22 0.59
C -4.51 3.59 0.84
C -2.87 3.61 0.97
C -2.08 2.18 0.79
H 2.31 -0.91 1.82
H 0.44 -0.27 1.93
H 0.85 -2.02 1.34
H 3.19 -1.58 -0.06
H 3.04 -0.77 -1.76
H 3.74 0.61 1.19
H 3.43 1.71 -0.32
H 5.86 -0.49 -0.03
H 5.57 0.70 -1.55
H 6.70 2.49 -0.35
H 5.32 2.43 0.93
H 7.71 0.66 0.91
H 0.31 -2.35 -1.36
H -1.74 0.00 -1.92
H -1.96 -1.86 -1.64
H -5.19 -0.22 0.24
H -6.58 2.28 0.52
H -5.06 4.64 0.93
H -2.23 4.60 1.14
H -0.91 2.11 0.87
F -4.03 -3.51 -1.51
P -4.08 -3.82 0.02
F -4.17 -2.29 0.28
F -5.12 -4.77 -0.66
F -5.10 -3.64 1.18
F -2.53 -3.67 0.04
F -3.53 -5.07 0.78
```

Computed properties:
**HOMO**: -6.2869 eV
**E_tot**: -52737.146 eV
**Charge**: -1
**HOMO-LUMO gap**: 8.518 eV